Record 1
DFT (ωB97M-V with the def2-TZVPD basis set) results for a cluster of 2 separate species, C2H7OPS in total in a non-equilibrium geometry.

Each line ends with the Mulliken charge.
Cartesian coordinates (Å):
1 C 0.3434 -2.2518 -0.0926  -0.704
2 C 0.9375 2.1186 0.1761  -1.028
3 O -0.5632 -1.2201 0.0163  -0.114
4 P -0.9930 -0.0454 -1.0048  0.084
5 S -2.6989 0.6026 0.0882  -0.240
6 H 0.7505 -2.6343 -0.9576  0.372
7 H 0.0133 -3.1774 0.4440  0.254
8 H 1.3344 -1.9980 0.4445  0.252
9 H 0.3922 3.0150 0.2396  0.366
10 H 1.7769 2.0025 -0.5351  0.286
11 H 1.0069 1.7115 1.1749  0.336
12 H -2.3001 1.8767 0.0064  0.136

Computed properties:
Kohn-Sham gap (spin up / spin down) = 7.4202 / 8.4278 eV
E_LUMO (spin up / spin down) = 0.003 / -0.007 hartree
E = -24355.747 eV
Relative energy (zero: lowest compared OMol25 entry of this formula, charge and spin) = 99.68 kcal per mole

=====

Record 2
DFT (ωB97M-V with the def2-TZVPD basis set) results for a structure of composition C16H32NdO3P in a non-equilibrium geometry.

Each line ends with the Mulliken charge.
Cartesian coordinates (Å):
1 C 1.1539 2.0959 -0.3027  -0.606
2 H 1.6150 2.5805 0.5659  0.595
3 H 1.9536 2.0619 -1.0446  0.404
4 H 1.4895 0.5759 0.2685  0.081
5 C 0.0295 3.0351 -0.8278  -0.179
6 H -0.6544 2.4607 -1.4818  0.114
7 H -0.5701 3.3736 0.0190  0.414
8 C 0.3034 4.3573 -1.6506  -1.436
9 H -0.6442 4.8696 -1.9282  0.385
10 H 0.8759 5.1013 -1.0788  0.378
11 H 0.8164 4.1632 -2.6052  0.345
12 C -0.6833 -2.0085 -1.2353  0.314
13 C -1.0821 -1.0223 -2.1984  0.273
14 C 0.1104 -0.3380 -2.6360  0.546
15 C 1.2257 -0.9227 -1.9693  0.192
16 C 0.7493 -1.9347 -1.1180  0.737
17 C 1.5939 -2.8300 -0.2799  -1.366
18 C 2.6443 -0.5841 -2.2059  -1.439
19 C 0.1957 0.7748 -3.6335  -1.217
20 C -2.5071 -0.6421 -2.5401  -1.318
21 C -1.5638 -2.9423 -0.4663  -1.198
22 Nd -0.5579 0.3138 0.0115  0.741
23 H 3.2565 -0.8563 -1.3418  0.353
24 H 3.1104 -1.1159 -3.0580  0.347
25 H 2.7635 0.4815 -2.4142  0.330
26 H 2.6188 -2.4395 -0.1918  0.324
27 H 1.1338 -2.9994 0.7133  0.154
28 H 1.7091 -3.8287 -0.7276  0.350
29 H -2.5912 -2.5318 -0.3371  0.255
30 H -1.6985 -3.8772 -1.0444  0.377
31 H -1.0988 -3.2460 0.4901  0.263
32 H -2.5575 0.3344 -3.0459  0.319
33 H -2.9098 -1.3808 -3.2535  0.378
34 H -3.1725 -0.6836 -1.6527  0.377
35 H 1.0039 1.4855 -3.3736  0.264
36 H 0.4426 0.3993 -4.6521  0.357
37 H -0.7630 1.3076 -3.7344  0.289
38 C 1.1013 -2.4932 4.2811  -0.694
39 O 0.1412 -1.6557 3.6130  -0.302
40 P 0.2807 -0.3132 2.6591  0.741
41 O -1.3780 -0.3843 2.2052  -0.203
42 C -2.4881 -0.2987 3.2276  -0.722
43 O 0.2584 0.9309 3.7869  -0.388
44 C -0.2384 2.1923 3.1974  -0.317
45 H 2.1405 -2.0958 4.3019  0.334
46 H 1.0773 -3.5371 3.8382  0.277
47 H 0.7627 -2.6148 5.3639  0.280
48 H -3.3352 0.0688 2.6545  0.343
49 H -2.6996 -1.2722 3.6670  0.254
50 H -2.2704 0.4263 4.0448  0.314
51 H -0.8017 1.9917 2.2576  -0.045
52 H -0.9497 2.6776 3.9208  0.346
53 H 0.6584 2.7890 2.9421  0.285

Computed properties:
Spin multiplicity = 4
Kohn-Sham gap (spin up / spin down) = 6.1039 / 6.1351 eV
E_LUMO (spin up / spin down) = -0.304 / -0.301 hartree
Total charge = +2
E = -47801.907 eV
Relative energy (zero: lowest compared OMol25 entry of this formula, charge and spin) = 58.76 kcal per mole
<S²> = 3.7702

=====

Record 3
DFT (ωB97M-V with the def2-TZVPD basis set) results for a structure of composition C10H15Br4NOSr in a non-equilibrium geometry.

Each line ends with the Mulliken charge.
Cartesian coordinates (Å):
1 C -2.9109 1.3431 -0.8366  -0.972
2 C -1.5138 1.8798 -1.0622  -0.218
3 Br -1.4360 2.5968 -3.0122  -0.422
4 C -0.4180 0.8579 -0.7894  -0.111
5 Br 1.2228 1.0892 -1.8123  -0.152
6 C -0.1965 0.8971 0.7392  -0.074
7 C 0.8726 1.8993 1.2704  -0.945
8 N 1.9240 1.0320 1.7521  0.041
9 C 1.4291 -0.1703 2.1937  -0.405
10 O 1.9154 -0.8720 3.0235  -0.564
11 C 0.1250 -0.4516 1.4488  0.058
12 C 0.1760 -1.8072 0.7306  -1.031
13 Br -1.6964 -2.2750 0.3023  -0.035
14 C 0.9976 -2.1230 -0.5269  0.212
15 C 1.0833 -3.6109 -0.8256  -1.459
16 Br 2.8106 -1.4526 -0.2798  -0.072
17 H -3.3963 1.0008 -1.7547  0.476
18 H -3.5650 2.0794 -0.3653  0.339
19 H -2.8269 0.4657 -0.1823  0.216
20 H -1.3174 2.8151 -0.5344  0.441
21 H -0.7534 -0.1362 -1.0933  0.591
22 H -1.1539 1.2368 1.1581  0.667
23 H 1.2585 2.5825 0.5030  0.358
24 H 0.4243 2.5093 2.0645  0.345
25 H 2.6855 1.4307 2.2890  0.292
26 H -0.6452 -0.6252 2.2063  0.572
27 H 0.4832 -2.5152 1.5087  0.708
28 H 0.6021 -1.5878 -1.3949  0.244
29 H 1.7350 -4.1251 -0.1131  0.402
30 H 1.4932 -3.7754 -1.8242  0.390
31 H 0.0935 -4.0730 -0.7786  0.408
32 Sr 0.4980 3.8848 -4.0042  1.701

Computed properties:
Kohn-Sham gap = 5.5792 eV
E_LUMO = -0.324 hartree
Total charge = +2
E = -295140.847 eV

=====

Record 4
DFT (ωB97M-V with the def2-TZVPD basis set) results for a structure of composition C44H42BiBrN7O10 in a non-equilibrium geometry.

Each line ends with the Mulliken charge.
Cartesian coordinates (Å):
1 Bi 0.0101 0.0765 -0.2388  4.020
2 N 0.9093 2.5289 -0.4035  0.012
3 C 2.2180 2.4913 0.2116  -0.462
4 C 2.1792 1.6616 1.5174  0.356
5 O 2.9189 1.9726 2.4351  -0.762
6 O 1.3599 0.6835 1.5482  -0.909
7 H 0.9540 2.8294 -1.3697  -0.492
8 H 0.2477 3.0959 0.1120  0.265
9 H 2.6360 3.4787 0.4524  0.393
10 H 2.8896 1.9811 -0.4837  0.209
11 Br -2.3957 3.0021 -1.4800  -0.041
12 C -3.2788 1.3376 -1.5350  -0.351
13 C -4.6474 1.3287 -1.7296  -0.765
14 C -5.2546 0.0826 -1.7598  -0.753
15 C -4.4848 -1.0528 -1.5721  -0.738
16 C -3.1118 -0.9157 -1.3804  0.477
17 N -2.5345 0.2768 -1.3844  1.422
18 C -2.2361 -2.1720 -1.1793  -0.127
19 O -2.8407 -3.2347 -1.1373  -0.822
20 O -0.9896 -2.0025 -1.1201  -0.811
21 H -5.1924 2.2526 -1.8527  0.529
22 H -6.3204 0.0142 -1.9221  0.434
23 H -4.8997 -2.0491 -1.5649  0.553
24 C 3.9540 -7.2978 -4.1985  -0.868
25 O 2.7812 -7.1674 -3.4392  -0.437
26 C 2.8964 -6.9448 -2.0922  0.866
27 C 1.7203 -6.6076 -1.4204  -0.788
28 C 1.7346 -6.3290 -0.0746  0.013
29 C 2.9255 -6.4235 0.6597  -0.084
30 C 4.0908 -6.7930 -0.0157  -0.552
31 C 4.0843 -7.0326 -1.3751  -0.298
32 N 2.9667 -6.3708 2.0425  -0.566
33 N 2.3266 -5.6077 2.7850  -0.564
34 C 1.6506 -4.4716 2.4265  0.180
35 C 0.5077 -4.1788 3.1753  -0.272
36 C -0.3002 -3.1002 2.8970  -1.011
37 C -0.0150 -2.1879 1.8594  0.016
38 O -0.7525 -1.1776 1.6155  -0.372
39 C 1.1836 -2.4524 1.0972  -0.055
40 N 1.4941 -1.6131 0.0997  0.041
41 C 2.5958 -1.7519 -0.5956  -0.426
42 C 3.5530 -2.7126 -0.2617  -1.584
43 C 3.2877 -3.5832 0.7650  -0.759
44 C 2.0385 -3.5425 1.4131  1.070
45 H 3.6357 -7.3054 -5.2401  0.240
46 H 4.4796 -8.2331 -3.9798  0.324
47 H 4.6322 -6.4553 -4.0368  0.359
48 H 0.8049 -6.5519 -1.9869  0.435
49 H 0.8166 -6.0565 0.4236  0.345
50 H 5.0143 -6.8627 0.5409  0.437
51 H 5.0106 -7.3001 -1.8611  0.387
52 H 0.2362 -4.8710 3.9605  0.422
53 H -1.1943 -2.9374 3.4798  0.408
54 H 2.7302 -1.0499 -1.4045  0.724
55 H 4.4867 -2.7500 -0.8026  0.520
56 H 4.0438 -4.2804 1.0973  0.732
57 C 3.8377 6.3433 -5.0289  -1.826
58 C 2.6815 5.5326 -4.5035  1.051
59 C 2.1070 5.8932 -3.2887  -1.013
60 C 1.0434 5.1763 -2.7724  -0.517
61 C 0.5251 4.1108 -3.4782  -0.418
62 C 1.0799 3.7315 -4.6967  -0.638
63 N 0.4731 2.7376 -5.4388  0.103
64 C -0.3232 1.6855 -4.9864  -0.464
65 C -1.5087 1.4302 -5.6818  -0.496
66 C -2.3194 0.3597 -5.3543  -0.981
67 C -1.9403 -0.5113 -4.3477  -0.741
68 C -0.7613 -0.2789 -3.6620  -0.734
69 C 0.0349 0.8261 -3.9335  1.579
70 C 1.3621 0.9215 -3.2171  -0.777
71 O 2.3095 1.4603 -3.7720  -0.742
72 O 1.4634 0.3503 -2.0697  -0.785
73 C 2.1830 4.4369 -5.2068  1.309
74 C 2.8122 3.9532 -6.4833  -1.775
75 H 4.0309 7.1918 -4.3748  0.370
76 H 3.6257 6.7252 -6.0279  0.379
77 H 4.7456 5.7417 -5.0805  0.370
78 H 2.4944 6.7452 -2.7463  0.281
79 H 0.5971 5.4625 -1.8299  0.460
80 H -0.3345 3.5755 -3.1132  0.530
81 H 0.6095 2.7781 -6.4359  0.344
82 H -1.7869 2.0792 -6.5029  0.443
83 H -3.2416 0.1981 -5.8969  0.402
84 H -2.5454 -1.3729 -4.0998  0.530
85 H -0.4261 -0.9774 -2.9117  1.099
86 H 2.9626 2.8769 -6.4155  0.329
87 H 3.7759 4.4204 -6.6544  0.441
88 H 2.1787 4.1608 -7.3491  0.331
89 O -3.4120 0.3491 1.5035  -0.269
90 C -2.5740 1.2983 1.8832  -0.295
91 O -1.7885 1.8292 1.1429  -0.485
92 C -2.7419 1.7327 3.3479  0.578
93 N -4.0131 1.2010 3.8460  -0.566
94 C -5.0207 2.2704 3.7618  -0.746
95 C -4.3389 3.4488 3.0537  -0.482
96 C -2.8654 3.2581 3.4085  -0.819
97 H -1.8812 1.3405 3.8969  0.475
98 H -3.9248 0.8570 4.7933  0.293
99 H -3.9451 0.0988 2.2940  0.371
100 H -5.3648 2.5744 4.7559  0.380
101 H -5.8878 1.9040 3.2039  0.287
102 H -4.7364 4.4097 3.3774  0.488
103 H -4.4629 3.3633 1.9737  0.083
104 H -2.6537 3.6187 4.4166  0.419
105 H -2.1949 3.7331 2.6984  0.332

Computed properties:
Kohn-Sham gap = 6.6249 eV
E_LUMO = 0.076 hartree
Total charge = -1
E = -153102.308 eV
Relative energy (zero: lowest compared OMol25 entry of this formula, charge and spin) = 37.05 kcal per mole

=====

Record 5
DFT (ωB97M-V with the def2-TZVPD basis set) results for an isolated molecule of C4H6FNOS in a non-equilibrium geometry.

Each line ends with the Mulliken charge.
Cartesian coordinates (Å):
1 C -1.1758 -1.6764 -0.3558  -1.034
2 C -0.0898 -0.6798 -0.1982  0.852
3 N 1.1725 -0.8800 -0.1839  -0.501
4 S 1.9410 -2.3323 -0.3759  -0.170
5 O -0.7553 0.5157 0.1981  -0.314
6 C 0.0523 1.6453 0.4901  -0.169
7 C -0.2981 2.8361 0.3840  -0.069
8 F -1.4125 3.4422 -0.1161  -0.226
9 H -2.1837 -1.2254 -0.5974  0.277
10 H -0.8356 -2.2672 -1.2610  0.377
11 H -1.2744 -2.2772 0.7320  0.227
12 H 3.2752 -1.9935 0.0339  0.161
13 H 1.0698 1.3845 0.5549  0.326
14 H 0.5144 3.5080 0.6955  0.265

Computed properties:
Kohn-Sham gap = 9.4050 eV
E_LUMO = 0.026 hartree
Structure (SMILES) = C/C(=N\S)O/C=C\F
E = -21332.463 eV
Relative energy (zero: lowest compared OMol25 entry of this formula, charge and spin) = 79.38 kcal per mole

=====

Record 6
DFT (ωB97M-V with the def2-TZVPD basis set) results for a cluster of 2 separate species, C4H12S in total in a non-equilibrium geometry.

Each line ends with the Mulliken charge.
Cartesian coordinates (Å):
1 C -2.2760 0.8870 0.4522  -0.766
2 S -0.8274 1.7416 -0.1400  -0.109
3 C 0.5491 1.0672 0.9107  -0.599
4 H -2.6782 0.2677 -0.3508  0.254
5 H -2.0516 0.2144 1.2803  0.269
6 H -3.0368 1.6032 0.7538  0.286
7 H 0.0347 0.2526 1.4081  0.133
8 H 0.9207 1.8818 1.5204  0.333
9 H 1.3580 0.6862 0.2923  0.192
10 C 1.6620 -2.0972 -1.2843  -0.793
11 C 1.6128 -2.8644 0.0341  -0.745
12 H 0.7490 -1.5460 -1.4749  0.219
13 H 2.5890 -1.5264 -1.2726  0.247
14 H 1.7963 -2.8225 -2.0953  0.331
15 H 0.8207 -3.6185 -0.0266  0.268
16 H 1.2399 -2.1786 0.8102  0.156
17 H 2.4914 -3.3052 0.4953  0.324

Computed properties:
Kohn-Sham gap = 9.4278 eV
E_LUMO = 0.037 hartree
Structure (SMILES) = CSC.CC
E = -15177.204 eV
Relative energy (zero: lowest compared OMol25 entry of this formula, charge and spin) = 11.56 kcal per mole

=====

Record 7
DFT (ωB97M-V with the def2-TZVPD basis set) results for a structure of composition C3H13NO2S2 in a non-equilibrium geometry.

Each line ends with the Mulliken charge.
Cartesian coordinates (Å):
1 N 1.2117 0.2037 0.5195  -0.249
2 C 0.1318 -0.5769 0.1949  0.318
3 C -1.2581 -0.2960 0.7685  -0.762
4 S -2.5044 -0.9491 -0.3613  0.051
5 S -0.4932 2.6547 -0.5825  -0.087
6 C -1.9555 2.5817 -1.6981  -0.652
7 H 1.0153 1.2176 0.4528  0.156
8 H 2.0051 -0.0032 -0.0834  0.267
9 H -0.0917 -0.4281 -1.0642  -0.578
10 H 0.3762 -1.6238 0.3703  0.481
11 H -0.2159 -0.3959 -1.8523  0.555
12 H -1.5193 0.7439 1.0042  0.268
13 H -2.0290 3.5986 -2.0766  0.305
14 H -1.8131 1.8826 -2.5440  0.270
15 H -2.8196 2.1796 -1.1574  0.270
16 H 2.3011 -1.9881 1.6359  0.390
17 H 2.9582 -3.1613 -0.1336  0.318
18 O 2.3824 -2.3851 0.0588  -0.417
19 H -1.4152 -0.8325 1.7067  0.361
20 H 1.6683 -0.7816 2.3138  0.330
21 O 2.0647 -1.6409 2.5282  -0.594

Computed properties:
Spin multiplicity = 2
Kohn-Sham gap (spin up / spin down) = 6.9580 / 6.1417 eV
E_LUMO (spin up / spin down) = -0.242 / -0.258 hartree
Total charge = +1
E = -30561.902 eV
Relative energy (zero: lowest compared OMol25 entry of this formula, charge and spin) = 155.12 kcal per mole
<S²> = 1.7533

=====

Record 8
DFT (ωB97M-V with the def2-TZVPD basis set) results for an isolated molecule of C5H8O in a non-equilibrium geometry.

Each line ends with the Mulliken charge.
Cartesian coordinates (Å):
1 C 1.0076 0.9898 1.3880  -1.365
2 C 0.6312 1.0147 -0.0546  0.315
3 O 1.2471 0.0497 -0.9362  -0.535
4 C -0.0362 -0.1488 -0.5311  0.320
5 C -0.8045 -1.3761 -0.0968  -0.658
6 C -1.2147 -0.5771 -1.3322  -0.550
7 H 0.4577 0.2556 1.8469  0.326
8 H 0.8290 1.7722 2.0218  0.445
9 H 2.1061 0.8382 1.3631  0.239
10 H 0.5241 1.9446 -0.5481  0.512
11 H -1.3565 -1.3406 0.7723  0.291
12 H -0.3902 -2.4570 -0.2781  0.185
13 H -0.9418 -1.0499 -2.2427  0.236
14 H -2.0590 0.0849 -1.3723  0.238

Computed properties:
Kohn-Sham gap = 10.5075 eV
E_LUMO = 0.042 hartree
Structure (SMILES) = C[C@H]1OC12CC2
E = -7359.053 eV
Relative energy (zero: lowest compared OMol25 entry of this formula, charge and spin) = 73.84 kcal per mole